No. 1
{
  "formula": "C12H28FeN4O8P",
  "method": "the ωB97M-V functional and the def2-TZVPD basis",
  "symbols": ["Fe", "P", "O", "O", "O", "O", "C", "O", "N", "C", "C", "H", "H", "H", "H", "H", "H", "H", "C", "O", "N", "C", "C", "H", "H", "H", "H", "H", "H", "H", "C", "O", "N", "C", "C", "H", "H", "H", "H", "H", "H", "H", "C", "O", "N", "C", "C", "H", "H", "H", "H", "H", "H", "H"],
  "positions_angstrom": [[-1.529, 0.140, 0.520], [-2.723, 0.400, 2.552], [-3.465, 0.276, 3.836], [-3.410, -0.160, 1.277], [-1.707, -0.823, 2.312], [-1.880, 1.477, 1.935], [-2.763, 2.461, -1.053], [-1.993, 1.468, -1.007], [-3.437, 2.957, -2.137], [-3.220, 2.354, -3.476], [-4.692, 3.698, -1.978], [-2.992, 3.000, -0.124], [-3.170, 2.955, -4.388], [-4.057, 1.697, -3.734], [-2.289, 1.790, -3.465], [-5.057, 4.121, -2.914], [-5.501, 2.960, -1.885], [-4.823, 4.307, -1.085], [-0.446, -2.782, -0.100], [-0.621, -1.550, -0.297], [0.690, -3.420, -0.578], [0.749, -4.885, -0.643], [1.799, -2.640, -1.153], [-1.096, -3.460, 0.468], [1.391, -5.143, -1.486], [-0.230, -5.345, -0.780], [1.244, -5.250, 0.260], [2.733, -3.202, -1.161], [1.599, -2.283, -2.165], [1.860, -1.802, -0.457], [1.013, 0.840, 3.957], [1.181, 1.763, 4.759], [1.862, -0.181, 3.730], [1.691, -1.139, 2.655], [3.169, -0.301, 4.419], [0.083, 0.917, 3.375], [2.431, -1.186, 1.855], [0.770, -0.990, 2.084], [1.369, -2.150, 2.915], [3.281, -1.338, 4.736], [3.932, 0.107, 3.757], [3.253, 0.251, 5.354], [1.564, 1.023, -0.297], [0.389, 0.849, 0.029], [2.058, 0.786, -1.566], [3.441, 0.925, -1.850], [1.128, 0.654, -2.698], [2.346, 1.265, 0.437], [3.873, -0.074, -1.951], [4.063, 1.351, -1.061], [3.704, 1.491, -2.744], [1.107, 1.562, -3.302], [1.249, -0.278, -3.251], [0.075, 0.535, -2.439]],
  "atomic_forces_ev_per_a": [[1.0, -0.1, -3.5], [-1.6, -2.3, 3.6], [0.8, 1.4, -1.2], [-1.4, -0.8, -1.7], [0.7, -0.9, 0.4], [0.9, 2.7, 0.5], [-2.1, 3.5, 2.9], [2.4, -4.6, 0.0], [-0.3, 1.2, -3.5], [-0.4, -0.3, 1.0], [-0.6, -2.2, -0.4], [0.0, -0.1, -0.2], [0.1, 1.1, 0.5], [-0.1, -0.6, 0.2], [-0.2, -0.2, 0.2], [0.9, 0.9, 0.0], [-0.3, -0.5, 0.5], [0.7, 0.4, -0.3], [-0.5, -3.8, 1.2], [-1.0, 4.6, -0.3], [1.5, -0.9, -1.3], [0.6, 1.5, 0.0], [-1.4, -0.5, 1.2], [0.0, 0.5, 0.0], [-0.1, -0.2, -0.1], [-0.1, 0.1, 0.1], [-0.2, -0.5, 0.2], [-0.1, -0.1, 0.2], [-0.1, 0.2, -0.2], [0.5, 0.4, -0.4], [-0.6, 1.9, 0.6], [0.6, -1.1, -0.2], [1.1, -0.8, 0.0], [-2.1, -0.4, -1.0], [-0.9, 0.4, 0.2], [0.3, -0.8, -0.4], [0.6, 0.2, 0.5], [-0.1, 1.1, 0.1], [1.0, -0.3, 0.9], [0.4, -0.1, -0.6], [0.3, -0.5, 0.0], [-0.6, 0.4, -0.2], [-0.5, -1.2, -1.0], [1.5, 0.7, 0.0], [-2.2, 1.1, 1.2], [1.7, -0.8, 0.0], [-0.9, -0.3, 0.1], [-0.1, 0.1, -0.1], [0.1, -0.1, -0.4], [-0.6, 0.3, 0.4], [-0.5, 0.1, -0.1], [0.6, -0.1, -0.3], [0.9, 0.2, -0.3], [0.2, 0.2, 1.1]],
  "lowdin_spin": [4.30, 0.01, 0.01, 0.58, 0.66, 0.16, 0.46, 0.33, 0.17, 0.01, 0.03, 0.05, 0.01, 0.01, 0.00, 0.00, 0.02, 0.01, 0.46, 0.30, 0.16, 0.02, 0.01, 0.06, 0.00, 0.01, 0.01, 0.00, 0.01, 0.00, 0.00, 0.00, 0.00, 0.01, 0.00, 0.00, 0.00, 0.00, 0.01, 0.00, 0.00, 0.00, 0.02, 0.04, 0.01, 0.00, 0.00, 0.00, 0.00, 0.00, 0.00, 0.00, 0.00, 0.00],
  "fmax_ev_per_a": 5.16,
  "s2": 20.02,
  "multiplicity": 9,
  "charge": -1,
  "homo_ev": [-0.6, -5.5],
  "lumo_energy_ha": [0.086, 0.038],
  "e_tot_ev": -78911.3908,
  "relative_energy_ev": 2.660
}

No. 2
{
  "formula": "C20H35ClMgN5O4",
  "method": "the ωB97M-V functional and the def2-TZVPD basis",
  "symbols": ["Mg", "Cl", "O", "O", "O", "O", "C", "C", "C", "C", "N", "H", "H", "H", "H", "H", "H", "H", "C", "C", "C", "C", "N", "H", "H", "H", "H", "H", "H", "H", "C", "C", "C", "C", "N", "H", "H", "H", "H", "H", "H", "H", "C", "C", "C", "C", "N", "H", "H", "H", "H", "H", "H", "H", "C", "C", "C", "C", "N", "H", "H", "H", "H", "H", "H", "H"],
  "positions_angstrom": [[-0.834, -0.211, 0.259], [-0.562, 3.298, 0.561], [-1.243, 2.028, 0.414], [0.203, 3.495, -0.603], [-1.493, 4.324, 0.927], [0.393, 2.985, 1.542], [-3.822, 0.468, 4.165], [-4.525, -0.878, 3.925], [-4.806, -1.228, 2.482], [-3.711, -0.862, 1.548], [-2.802, -0.557, 0.879], [-4.465, 1.328, 3.975], [-2.909, 0.604, 3.585], [-3.589, 0.529, 5.228], [-5.452, -0.998, 4.487], [-3.785, -1.583, 4.303], [-5.585, -0.590, 2.064], [-4.882, -2.281, 2.212], [2.722, 2.837, -3.440], [3.534, 2.694, -2.109], [3.419, 1.297, -1.511], [2.126, 0.757, -1.045], [1.108, 0.395, -0.593], [2.982, 3.786, -3.910], [1.662, 2.920, -3.202], [2.797, 1.952, -4.072], [3.294, 3.483, -1.397], [4.598, 2.863, -2.278], [4.114, 1.259, -0.672], [3.803, 0.554, -2.210], [3.486, 1.063, 2.321], [3.266, 0.213, 3.593], [1.798, 0.121, 3.950], [0.896, -0.219, 2.865], [0.166, -0.462, 1.987], [3.029, 0.577, 1.458], [4.476, 0.930, 1.886], [3.111, 2.085, 2.368], [3.970, 0.492, 4.377], [3.603, -0.816, 3.471], [1.328, 0.981, 4.427], [1.641, -0.830, 4.459], [-3.788, 0.554, -5.157], [-2.763, 1.576, -4.741], [-1.353, 1.074, -4.274], [-1.343, 0.415, -2.948], [-1.313, -0.083, -1.900], [-4.758, 1.051, -5.143], [-3.922, -0.303, -4.497], [-3.856, 0.273, -6.208], [-3.262, 2.064, -3.904], [-2.635, 2.360, -5.486], [-0.641, 1.890, -4.144], [-0.899, 0.367, -4.968], [2.858, -3.676, -0.038], [1.868, -4.831, 0.022], [0.387, -4.646, 0.217], [-0.276, -3.342, 0.038], [-0.801, -2.293, -0.141], [2.557, -2.803, -0.616], [3.793, -4.041, -0.465], [2.952, -3.248, 0.959], [2.217, -5.578, 0.736], [1.987, -5.305, -0.952], [0.151, -4.895, 1.252], [-0.219, -5.378, -0.316]],
  "atomic_forces_ev_per_a": [[-0.4, 1.5, -1.4], [0.5, -1.2, 0.7], [-2.4, -1.9, -0.8], [-0.2, 1.6, -2.5], [0.7, -0.5, -0.6], [1.6, 0.8, 3.3], [-0.9, 0.3, 0.3], [1.3, -0.1, 0.3], [1.0, 0.8, -2.0], [2.7, 1.1, -0.8], [-2.6, -0.8, 1.9], [-0.1, 0.0, -0.2], [0.0, -0.2, 0.0], [0.2, 0.0, 0.0], [0.1, 0.1, 0.1], [-0.3, -0.5, 0.1], [-0.7, -0.5, 0.2], [-1.0, -0.1, 0.6], [-0.1, 0.3, 1.4], [-0.7, 0.2, -1.0], [0.4, -0.6, 0.3], [-2.5, 0.1, 1.3], [2.9, 0.6, -1.3], [0.1, -0.3, -0.4], [-0.1, 0.0, 0.2], [0.5, 0.2, -0.2], [-0.5, -0.2, 0.1], [0.1, -0.3, -0.3], [-0.2, -0.2, 0.3], [0.0, 0.0, -0.2], [0.2, -1.3, -0.7], [0.9, 0.1, -1.3], [-0.8, -0.9, 0.3], [-1.5, 0.3, -3.2], [2.0, 0.4, 3.0], [-1.2, 0.0, 0.2], [0.7, 0.8, 0.9], [0.3, 0.0, 0.1], [-0.8, 0.7, 0.5], [0.0, -0.1, -0.7], [0.2, -0.1, 0.4], [0.1, 0.3, 1.4], [-1.4, 0.0, -0.8], [0.4, 0.1, 0.9], [-0.4, -0.2, 0.3], [-0.3, -0.7, 1.2], [-0.2, 1.1, -1.7], [-0.2, 0.3, 0.6], [0.4, -0.1, -0.1], [1.1, -0.5, 0.0], [0.5, 0.3, 0.3], [0.1, -0.2, -0.1], [-0.1, 0.3, -0.2], [-0.1, 0.0, -0.2], [-0.6, 0.7, 0.8], [1.0, -0.4, -1.9], [-1.5, 0.3, 1.3], [-1.2, 3.7, -1.2], [2.5, -4.6, 0.9], [-0.4, -0.3, -0.5], [0.1, 0.1, 0.4], [0.7, -0.1, 0.2], [-0.1, 0.1, 0.1], [-0.1, -0.3, 0.0], [-0.1, 0.1, 0.3], [0.2, 0.0, -0.4]],
  "nbo_charge": [1.72, 2.61, -1.00, -0.87, -0.78, -0.91, -0.62, -0.39, -0.51, 0.47, -0.53, 0.22, 0.22, 0.23, 0.23, 0.21, 0.26, 0.26, -0.62, -0.38, -0.52, 0.45, -0.50, 0.23, 0.22, 0.20, 0.24, 0.22, 0.26, 0.25, -0.63, -0.40, -0.52, 0.51, -0.57, 0.20, 0.22, 0.25, 0.24, 0.21, 0.28, 0.26, -0.63, -0.39, -0.52, 0.45, -0.51, 0.23, 0.21, 0.22, 0.22, 0.23, 0.27, 0.25, -0.61, -0.40, -0.53, 0.46, -0.51, 0.21, 0.23, 0.20, 0.23, 0.22, 0.26, 0.28],
  "fmax_ev_per_a": 5.25,
  "charge": 1,
  "homo_ev": -11.4,
  "lumo_energy_ha": -0.080,
  "e_tot_ev": -54904.2026,
  "relative_energy_ev": 2.137
}